[1]
{"formula": "CH2FNOS", "method": "ωB97M-V/def2-TZVPD", "species": ["O", "C", "F", "N", "S", "H", "H"], "positions_angstrom": [[2.233509, 0.113965, 0.289721], [1.345714, -0.703658, 0.283763], [1.518883, -2.112089, 0.425232], [0.050781, -0.483686, 0.280724], [-0.887525, 1.138363, 0.030745], [-0.523950, -1.335706, 0.310880], [-0.762103, 1.318579, 1.282480]], "forces_ev_per_a": [[-0.82, -2.00, -0.24], [2.34, 0.98, 0.68], [0.25, 1.84, -0.32], [-3.86, 0.73, -0.74], [1.95, -3.29, -1.38], [0.20, 0.94, -0.11], [-0.05, 0.79, 2.12]], "e_homo_ev": -10.77, "smiles": "O=C(F)NS", "orbital_gap_ev": 10.3, "relative_energy_kcal_mol": 9.14, "spin_multiplicity": 1}


[2]
{"formula": "C24H30N4O5", "method": "ωB97M-V/def2-TZVPD", "species": ["C", "C", "O", "C", "C", "C", "C", "N", "C", "O", "C", "N", "C", "C", "N", "C", "C", "O", "N", "C", "C", "C", "C", "C", "C", "O", "C", "C", "O", "C", "C", "C", "C", "H", "H", "H", "H", "H", "H", "H", "H", "H", "H", "H", "H", "H", "H", "H", "H", "H", "H", "H", "H", "H", "H", "H", "H", "H", "H", "H", "H", "H", "H"], "positions_angstrom": [[4.442482, 4.962402, 2.011634], [4.768819, 5.040777, 0.522516], [5.525954, 3.938001, 0.070832], [4.920788, 2.730818, -0.120814], [3.555407, 2.481664, -0.032597], [3.066532, 1.210649, -0.275556], [3.919634, 0.165028, -0.608761], [3.359242, -1.093588, -0.844180], [3.967391, -2.280804, -1.070181], [5.160662, -2.472788, -1.157574], [2.946874, -3.409584, -1.253806], [1.705102, -3.122494, -0.562572], [0.578788, -3.899646, -1.044033], [-0.695887, -3.403068, -0.366728], [-0.571801, -3.569438, 1.069734], [-1.807641, -3.304128, 1.786968], [-2.346426, -1.892967, 1.529413], [-1.807000, -0.907871, 1.985933], [-3.423896, -1.868595, 0.696145], [-4.144299, -0.767879, 0.212999], [-5.244203, -1.020808, -0.606668], [-5.980067, 0.022587, -1.126749], [-5.643869, 1.337700, -0.832807], [-4.563519, 1.592492, 0.017196], [-3.811387, 0.542034, 0.525642], [-4.211895, 2.865803, 0.379052], [-5.210041, 3.822008, 0.101006], [-5.767248, 3.608583, -1.305756], [-6.387362, 2.345558, -1.395751], [0.563378, -2.807104, 1.560952], [1.829710, -3.305960, 0.875225], [5.287784, 0.412624, -0.698676], [5.774475, 1.678152, -0.456517], [3.908791, 5.857992, 2.318090], [5.362430, 4.884425, 2.585511], [3.828364, 4.092128, 2.229288], [5.410673, 5.905426, 0.330065], [3.853575, 5.154363, -0.072191], [2.855322, 3.262187, 0.220233], [2.003127, 1.030649, -0.200593], [2.348361, -1.157788, -0.766052], [2.746523, -3.483330, -2.327443], [3.414981, -4.354050, -0.935971], [0.490941, -3.765753, -2.125026], [0.704731, -4.974037, -0.828959], [-1.545656, -3.994437, -0.718401], [-0.857061, -2.348290, -0.649031], [-2.536777, -4.067281, 1.498819], [-1.597881, -3.402203, 2.854649], [-3.784214, -2.759972, 0.384999], [-5.518833, -2.038312, -0.843684], [-6.824701, -0.157857, -1.771634], [-2.979473, 0.764258, 1.171006], [-4.737764, 4.800589, 0.197346], [-6.027616, 3.733125, 0.829692], [-6.532248, 4.347839, -1.547142], [-4.945928, 3.675650, -2.032752], [0.644946, -2.962261, 2.638231], [0.445022, -1.729220, 1.373162], [2.691245, -2.739227, 1.233996], [1.981443, -4.369542, 1.124774], [5.957305, -0.391546, -0.953339], [6.831196, 1.881932, -0.524412]], "forces_ev_per_a": [[0.12, -0.12, -0.38], [-0.19, 0.27, 0.26], [0.14, -0.18, -0.07], [0.08, -0.25, -0.07], [0.13, 0.31, 0.03], [0.15, -0.26, -0.07], [0.19, 0.32, 0.04], [-0.40, 0.07, 0.01], [-0.39, -0.16, -0.01], [0.30, -0.08, -0.05], [0.06, -0.04, 0.01], [-0.01, -0.20, -0.09], [-0.31, 0.13, -0.11], [0.17, -0.23, -0.17], [-0.11, 0.03, 0.01], [0.17, 0.02, 0.03], [-0.11, -0.47, -0.06], [0.12, 0.22, 0.13], [-0.22, -0.37, -0.09], [-0.14, 0.45, -0.08], [0.07, 0.02, 0.04], [0.10, 0.24, 0.09], [0.12, 0.04, 0.01], [-0.25, -0.11, -0.13], [0.03, 0.13, 0.03], [0.23, -0.37, -0.01], [-0.46, 0.20, -0.34], [0.34, 0.36, 0.27], [-0.12, -0.35, 0.09], [0.35, -0.06, 0.03], [-0.13, 0.13, 0.27], [0.02, -0.09, -0.02], [-0.19, 0.33, 0.11], [-0.07, 0.09, 0.06], [0.06, 0.01, 0.07], [-0.07, -0.04, 0.07], [-0.16, -0.09, -0.02], [0.11, 0.00, 0.00], [-0.03, 0.09, 0.04], [-0.12, -0.02, 0.01], [0.17, -0.11, -0.03], [0.02, -0.03, 0.05], [0.01, 0.13, -0.02], [0.01, -0.03, 0.03], [0.00, 0.04, -0.04], [-0.02, 0.03, -0.02], [-0.02, -0.06, -0.02], [-0.02, 0.04, 0.05], [-0.13, 0.04, -0.05], [0.18, 0.12, 0.14], [-0.03, -0.12, -0.03], [-0.10, -0.03, -0.09], [0.05, 0.01, 0.04], [-0.09, -0.06, -0.02], [0.10, 0.03, -0.05], [0.11, -0.01, 0.03], [-0.10, 0.01, 0.05], [0.00, 0.06, 0.00], [0.05, -0.06, 0.07], [-0.01, -0.02, 0.02], [0.05, 0.05, -0.03], [0.03, -0.03, -0.02], [0.13, 0.02, -0.01]], "e_homo_ev": -7.69, "smiles": "CCOc1ccc(NC(=O)CN2CCN(CC(=O)Nc3ccc4c(c3)OCCO4)CC2)cc1", "orbital_gap_ev": 8.2, "relative_energy_kcal_mol": 67.13, "spin_multiplicity": 1}


[3]
{"formula": "C11H23GaN5O6", "method": "ωB97M-V/def2-TZVPD", "species": ["O", "H", "Ga", "N", "N", "N", "N", "O", "O", "O", "O", "C", "C", "C", "C", "C", "H", "H", "H", "C", "H", "H", "H", "C", "C", "H", "H", "H", "H", "H", "H", "H", "H", "C", "H", "H", "H", "O", "H", "H", "C", "C", "N", "H", "H", "H"], "positions_angstrom": [[-2.183723, -1.117976, -1.284350], [-2.975938, -1.480369, -1.723096], [-0.185259, 0.189704, -0.039189], [0.329724, -1.017804, 1.393077], [-1.855497, 0.286398, 0.906291], [1.446736, -0.055108, -1.003929], [-0.694969, 1.120889, -1.633040], [1.435192, -1.699918, 1.486126], [2.580251, -0.581577, -0.483662], [-1.906647, 1.702560, -1.816959], [-2.909910, 0.890978, 0.492123], [-1.842644, -0.417517, 2.056748], [-0.607527, -1.054782, 2.374009], [1.492767, 0.580852, -2.185085], [0.244550, 1.162667, -2.584000], [-0.259766, -1.688529, 3.670350], [0.565843, -1.136316, 4.140289], [0.065161, -2.728301, 3.535458], [-1.117965, -1.671902, 4.348339], [-3.105769, -0.440656, 2.833634], [-3.914188, -0.917948, 2.261027], [-3.413861, 0.585709, 3.068698], [-2.958960, -0.992456, 3.763917], [2.783464, 0.723614, -2.900448], [0.007925, 1.794840, -3.911158], [3.501538, -0.009461, -2.516950], [3.197168, 1.728560, -2.726964], [2.658900, 0.590156, -3.978843], [-1.057222, 1.993132, -4.064512], [0.366353, 1.133530, -4.712151], [0.567605, 2.736539, -3.991617], [2.232785, -1.070655, 0.371927], [-2.409063, 1.441168, -0.955172], [-1.143250, -2.123685, -1.250828], [-0.933837, -2.415505, -0.212544], [-0.236122, -1.715620, -1.719730], [-1.439565, -3.030464, -1.805123], [2.045611, -4.269829, -0.431475], [1.309310, -4.411154, -1.053045], [1.704625, -3.618557, 0.215844], [1.623908, 3.889506, 2.249198], [1.087176, 2.747316, 1.544802], [0.634183, 1.841176, 0.989454], [0.906529, 4.718894, 2.197430], [2.571430, 4.194530, 1.787266], [1.792947, 3.613369, 3.297860]], "forces_ev_per_a": [[0.11, -1.14, -0.57], [0.55, 0.31, 0.37], [-0.45, 0.28, 2.08], [-2.67, -0.49, 2.02], [0.00, -1.29, 2.28], [1.84, 0.92, -3.34], [1.22, 1.17, -2.98], [0.98, 0.10, -0.15], [-0.67, 0.50, -0.32], [0.76, -0.48, 0.15], [-0.15, 0.57, -0.47], [-1.30, 1.97, -2.12], [2.91, -0.39, -1.50], [1.75, -2.12, 3.26], [-3.71, 0.88, 1.26], [-0.35, -0.26, 0.27], [-0.10, -0.19, -0.17], [0.01, 0.27, -0.01], [0.26, -0.05, -0.09], [0.08, -0.24, 0.54], [0.23, 0.22, 0.07], [-0.05, -0.21, -0.11], [-0.21, 0.10, -0.09], [0.16, -0.06, -0.28], [0.05, -0.09, -0.20], [-0.22, 0.20, -0.13], [-0.12, -0.20, -0.06], [0.02, 0.07, 0.14], [0.28, -0.02, 0.13], [-0.06, 0.16, 0.20], [-0.12, -0.16, 0.03], [0.03, -0.37, 0.21], [-0.26, 0.02, 0.00], [-0.78, -0.36, -0.31], [-0.08, 0.04, -0.24], [-0.16, -0.22, 0.00], [0.25, 0.38, 0.19], [-0.77, 0.51, -0.01], [0.47, -0.01, 0.40], [0.27, -0.39, -0.30], [0.16, 0.29, 0.21], [-0.76, -1.29, -0.80], [0.65, 1.28, 0.52], [0.18, -0.23, 0.02], [-0.23, -0.09, 0.15], [-0.01, 0.10, -0.26]], "e_homo_ev": [-10.52, -10.54], "orbital_gap_ev": [5.9, 5.9], "total_charge": 1, "relative_energy_kcal_mol": 4.01, "spin_multiplicity": 1}


Question: Which formula does entry 3 have?
Answer: C11H23GaN5O6